No. 1
76
Properties=species:S:1:pos:R:3 method="wB97M-V/def2-TZVPD" largest_force_ev_per_a=10.46 gap_ev=5.52 total_charge=-1 e_homo_ev=-4.999 spin_multiplicity=1
H 3.96696 0.18808 -1.79766
H -3.28522 -1.31940 2.92095
H -0.49406 3.05024 0.57647
H -5.75114 -3.72053 -5.41968
H -6.29332 -1.30665 -9.75147
C -2.97369 -0.84713 1.87078
C -2.70392 0.12525 -9.39608
C 2.91108 0.02704 4.82666
C -2.09260 0.40878 -1.04721
C -3.91460 -3.76801 -4.29719
H 0.92145 1.00428 2.15662
C -3.79982 -1.30090 0.52934
C 3.89793 -0.23406 3.87471
C 5.47252 1.09285 5.14062
C -4.21487 -2.50372 -6.34160
C 4.10531 3.07333 9.49513
H -1.96223 -3.64328 -3.39184
H 3.22908 0.63690 1.42398
H -1.69863 0.53267 -9.30422
O -1.22896 -0.66635 -7.15672
C -2.36549 -1.11056 -7.26259
H 1.06038 3.02868 11.01571
C 2.15007 1.10711 6.93404
C -4.77074 -0.06675 -10.63461
C 4.48837 1.34144 6.10621
C -3.48432 0.45603 -10.50479
C 1.50508 2.13393 9.10586
C -4.72479 -3.36239 -5.35875
H 0.34550 2.23688 -0.90207
C 1.82533 2.84211 10.26507
C 5.17458 0.30631 4.02694
H 2.18822 -1.48409 -2.51735
O 5.94954 2.59959 7.44692
H 1.49322 2.76256 1.76900
H -1.06201 -2.10411 -5.11082
C -3.21309 -0.73152 -8.41149
H 0.48883 1.77141 8.96027
C -1.24062 0.91486 0.29461
C -2.09108 -2.45217 -5.18482
C -1.74450 0.24873 1.73945
O -6.22528 -2.50639 -7.55590
C 3.44098 -1.93374 0.18393
H -4.70163 -2.07441 0.63952
C -5.28631 -0.90643 -9.64597
C -5.06837 -2.10897 -7.47961
H 5.94112 0.11045 3.28037
Nb 2.34522 -0.34246 -1.10616
H -1.78399 0.82996 -2.11885
C -2.90388 -2.03890 -6.24850
C -3.35094 -0.68248 -0.95411
H -1.21335 0.55963 2.74080
C -2.59672 -3.31951 -4.21407
H -3.90860 -1.01665 -1.95096
H 0.72643 -0.89422 -0.51679
C 1.22784 1.71874 1.25404
H 3.66936 -0.85754 3.01320
C 3.78526 2.36759 8.32793
H -3.08586 1.11780 -11.27070
C 2.48989 1.88792 8.13996
C 3.96497 -3.10852 0.80073
C -4.50821 -1.23448 -8.52910
C 3.12584 3.30498 10.46327
H 5.11752 3.44088 9.65616
C 4.82352 2.13954 7.30320
C 3.20514 0.82152 5.94147
H 1.91518 -0.39390 4.69856
H 6.47278 1.50673 5.25561
C 2.61543 1.18782 0.56090
H -4.31100 -4.43789 -3.53722
C 0.00238 2.02891 0.20819
H 1.59542 0.94356 -2.19590
O 1.00846 0.69595 6.76124
H 3.37782 3.84867 11.37123
H 3.33646 2.05626 0.18863
H -5.37424 0.18093 -11.50502
H 4.06762 -4.15884 1.35155

No. 2
93
Properties=species:S:1:pos:R:3 method="wB97M-V/def2-TZVPD" largest_force_ev_per_a=2.48 gap_ev="4.94 / 4.69" relative_energy_kcal_mol=145.84 total_charge=+1 e_homo_ev="-10.114 / -10.137" spin_multiplicity=2
C -5.28128 1.49356 3.34262
C -3.15776 2.55031 4.21525
H 3.22649 0.28485 2.07927
H 1.68310 2.14637 1.62199
C -0.00086 -3.14899 3.17015
C 3.11218 -1.09958 -3.38770
H 0.06490 4.49212 0.87154
H -2.15159 -2.12938 -6.21702
C -1.15825 -2.24570 -4.32638
C 2.90929 -0.39497 0.09832
H -1.32174 3.35353 4.98902
H 1.00083 3.74495 4.01865
C 0.76604 -3.73569 -4.23690
C 0.58501 -4.04243 -5.57690
H -0.40268 -3.82822 3.91515
H 1.56389 -4.19832 -3.65885
H 4.83723 -1.21195 -4.68106
H 2.39519 -1.33406 -4.17132
F 3.94153 2.32110 -0.90166
H -3.19571 2.56858 -0.78280
C 5.64021 0.00270 -0.28995
C 5.34522 -0.66972 -2.67441
S 0.72652 1.53943 4.11490
C 0.02876 3.49251 1.28587
H -5.75042 0.85548 4.09673
N 1.26532 2.93037 3.47258
N 1.52480 -0.70860 0.23063
F 3.99706 4.25079 -2.50049
C -1.62078 0.46067 3.21925
N -1.90743 -0.35739 -1.75591
C 1.34922 3.10147 2.00302
C -1.33330 -2.57363 -5.66082
C -3.78278 1.50887 3.52881
C -1.02116 1.51818 3.89545
H 1.25326 -4.74600 -6.06077
C -4.32362 0.71569 -1.24231
W 0.03462 0.13553 -1.17252
C -0.45369 -3.45173 -6.28899
O 0.99602 1.59432 5.51694
H -5.08585 -1.27982 -1.40626
H -0.79764 3.41851 1.99941
O -0.40826 2.84976 -0.97451
N -0.97391 -1.14667 0.36767
C 3.46479 -0.58485 -1.18655
C -2.00253 0.91802 -1.46550
As 2.90874 3.07087 -2.00860
H 2.05599 -3.40614 3.82770
H 5.66966 0.64155 1.73599
C 1.15729 -1.45272 1.21909
C -0.28132 -1.70094 1.27694
H 6.70439 0.15637 -0.44553
F 1.62812 3.54782 -2.97826
F 3.33126 1.89612 -3.13983
C 3.68570 0.06116 1.12026
O -5.47522 1.42146 -1.30726
H -0.58375 -3.68292 -7.34042
Br 0.12782 0.64449 -3.64382
C -0.09141 -2.81673 -3.63723
H -2.69599 -3.60536 2.82551
Se 0.28510 -2.41015 -1.85132
H -3.75775 3.36559 4.60867
H -6.21177 0.83923 -1.51446
F 1.62674 1.41713 -1.24549
C -1.78866 2.55538 4.41603
H -5.70673 2.49232 3.44391
N 2.62246 -0.88112 -2.19900
C -2.97607 -2.22709 1.24736
F 2.23245 3.89894 -0.70222
C -2.25296 -2.86521 2.16621
O 1.25982 0.48344 3.29396
C -0.84412 -2.58236 2.27409
C 1.98489 -2.10890 2.17744
H 6.41064 -0.56771 -2.86266
C 4.48843 -1.01899 -3.67339
C -0.26804 2.52904 0.18023
H -2.72208 -0.19508 0.71565
H -2.79883 -2.22291 -1.51469
C 1.41088 -2.90592 3.11341
C -4.22514 -0.62441 -1.29599
C -2.39299 -1.19139 0.38314
O -0.29428 1.22460 0.51208
H 3.05352 -1.98347 2.16187
C 5.06897 0.26813 0.91651
H -1.82928 -1.55468 -3.83520
C -2.86720 -1.20776 -1.12682
H -4.03844 -2.41699 1.12417
H -5.55170 1.09911 2.36278
H -0.99815 -0.34603 2.84222
C 4.84174 -0.42788 -1.37721
C -3.12712 1.52188 -1.05990
H -3.48200 -0.37597 2.54984
C -2.99798 0.46057 3.04941
H 2.12411 3.82366 1.78120

No. 3
85
Properties=species:S:1:pos:R:3 method="wB97M-V/def2-TZVPD" largest_force_ev_per_a=0.91 gap_ev=3.63 relative_energy_kcal_mol=0.00 total_charge=-2 e_homo_ev=0.410 spin_multiplicity=1
H 6.61508 -0.69833 0.42052
C 2.73055 4.59989 -0.66436
C 1.53478 1.19653 3.75778
H -3.15353 -2.06632 -0.79850
H -3.77340 -1.26172 3.17877
C -5.75814 -0.01454 0.11889
O 1.45281 -0.65627 -2.39006
H -2.18817 -0.62902 -1.16107
H -3.94544 1.06702 -0.37033
C 5.10519 -2.00601 1.19850
C -2.21192 -1.71450 -1.22833
C -0.56603 0.46891 5.02601
H 1.53408 -0.36698 -5.83467
C 3.33394 2.74536 2.98810
H -2.67920 -4.28363 -1.46024
C 0.51613 -0.04784 -5.65416
H 5.78203 -2.82708 1.40136
O -0.27305 -1.59622 0.15786
C 0.11544 0.38662 -4.40459
H -6.12319 -2.01359 2.82658
H -0.16492 -0.39727 -7.65501
H -2.25943 -6.71417 -1.40228
N 2.43832 1.15825 0.42941
H 0.73843 7.03003 0.65101
H -0.99146 -0.53277 5.10134
H 3.43694 4.42205 -1.46621
H -2.47073 0.34849 -7.22274
C 0.55900 -5.63668 0.14913
C -0.84760 -3.78134 -0.45412
C -1.74685 0.36209 -6.41650
C -3.73527 -0.05157 1.42790
C 3.31302 0.15814 0.63904
H 3.85946 2.47993 2.06704
C 0.88480 4.98933 1.33817
H -3.12651 1.14747 -4.93718
C -0.43977 -0.06117 -6.66216
N -0.17315 1.21946 -2.02470
H 5.08334 1.16689 -0.05431
C 1.45928 3.74444 1.17643
H 1.47319 -6.01396 0.59000
C -1.05958 -2.29368 -0.46390
H -0.18432 -7.58325 -0.37355
C 1.94726 2.19531 2.94850
C 5.55739 -0.80933 0.64828
C -2.12258 0.80773 -5.15624
O -1.85751 1.18719 0.69900
C -1.53607 -6.03029 -0.97485
C 2.39322 3.44163 0.12394
H 1.82186 -1.17287 1.47120
N -0.34347 0.34942 2.60210
C -6.36532 -0.88377 1.01596
C 2.87201 -1.06802 1.21735
H 3.34943 -3.01369 1.92926
C -0.37108 -6.51578 -0.39611
H -2.17518 -2.02871 -2.27393
C -2.30798 0.39762 1.59356
H 3.30702 3.83584 3.04296
H 0.09099 0.66623 5.87273
H 3.86702 2.33926 3.84650
C 4.71228 0.25129 0.38040
C -4.44958 0.40284 0.32237
C -1.77210 -4.66277 -1.00808
H -6.30448 0.33817 -0.74826
C -4.34793 -0.91907 2.32841
O 2.07413 1.59217 -3.21774
N 3.00182 2.30640 -0.16849
C 3.73929 -2.10288 1.48191
C -5.65500 -1.33430 2.12295
Cd 0.29414 0.73297 0.25497
C 2.16979 5.83571 -0.47743
H 2.45887 6.64800 -1.13884
H 2.23095 0.82608 4.49970
C 1.21031 6.06453 0.52185
H -7.38753 -1.20825 0.85614
C 0.18296 0.63704 3.72925
S 1.05835 0.62811 -2.91856
H 1.03702 -3.56699 0.52690
N -1.66905 -0.08397 2.62728
H -1.40446 1.16791 5.05463
C 0.32254 -4.27276 0.12278
C -1.33983 1.27314 -2.72316
O 1.04758 2.78483 2.12823
O -2.43948 1.60473 -2.30728
H 0.17409 5.10226 2.15049
C -1.16581 0.81405 -4.15546

No. 4
85
Properties=species:S:1:pos:R:3 method="wB97M-V/def2-TZVPD" largest_force_ev_per_a=1.80 gap_ev="5.34 / 4.66" relative_energy_kcal_mol=151.44 e_homo_ev="-5.500 / -4.807" spin_multiplicity=1
N 1.98818 -0.89929 1.09244
C 1.24264 -1.97229 -2.79435
S 2.41895 -4.59681 -5.64660
H 1.79028 0.34223 2.70817
N -1.15220 1.54876 -0.56588
C 2.50599 -1.24680 4.76461
C 2.94407 -3.09585 1.51155
H -0.35569 1.80477 -5.44177
H -5.78240 -1.21634 0.95482
C 1.86968 3.31879 0.78848
C 0.77229 -3.22565 -7.02557
H 1.92960 -4.80839 -8.02430
S -1.06548 0.29366 3.14706
C -1.66306 2.93438 -2.46421
C -5.22416 -1.63722 4.26456
H 0.18445 -2.84870 -7.85046
H -2.85136 5.20468 -4.74419
H -3.82869 -0.50671 5.43403
H 3.89266 3.27600 0.69413
H 2.98946 -1.58670 8.25479
H -6.50295 -2.62560 2.85198
N 3.09004 3.85962 0.86543
C -2.60702 3.53844 -0.21698
H -2.91834 4.69140 -2.37897
H -3.65223 3.46954 -0.53211
C -2.31776 4.33850 -4.37392
H -2.77851 1.95608 2.91517
H 3.40311 -3.53182 3.54980
I 1.87742 3.39876 -2.66519
C -1.61402 3.53384 -5.27792
H -4.08489 0.53860 1.29435
C 1.74956 -3.10935 -3.40448
H 0.95102 5.11516 1.55100
C 0.68854 -2.72236 -5.70406
C 1.52428 -3.35783 -4.81817
C 1.66351 -4.24283 -7.14625
C -5.76619 -1.84723 3.00504
C 2.36541 -2.14098 0.62558
C 2.53381 -1.56560 3.34569
N -1.15961 1.45776 0.81385
H 3.88496 -5.04519 1.64799
C 2.08359 -0.65425 2.39353
H -2.30183 4.58472 -0.28407
C -0.92199 2.44937 -4.77293
H 3.22242 4.85320 0.90761
O 1.73556 2.10390 0.61597
Lu 0.65429 0.33553 -0.32597
H -0.03291 0.51529 -3.78465
C -1.74294 2.65204 -1.07824
H 0.34531 4.53677 -0.01512
C 2.16129 -2.46577 -0.72474
C 3.00200 -2.80060 2.85770
H 2.88823 -4.91201 -2.98356
C -2.34802 4.04945 -3.03402
H -2.57496 1.38519 4.59043
S -1.25377 -1.24793 0.53195
C -3.82050 0.11256 3.37980
H 1.63967 0.52764 7.47113
C 2.74119 -1.30445 7.24472
C -4.25560 -0.66358 4.44984
H 1.36438 0.58538 4.87457
H -2.54102 3.22126 0.81845
H -5.54908 -2.24045 5.10288
H -1.59828 3.75513 -6.33485
H -0.00618 -1.94275 -5.42344
C 1.91290 -0.18469 5.39764
C 2.05055 -0.22001 6.80747
C 2.66819 -3.69286 -1.24478
C -2.68807 1.07773 3.55190
H -0.10707 3.67139 1.45246
C 3.43031 -4.33356 0.96923
C 3.32643 -4.60256 -0.34493
C -1.17364 0.26584 1.35685
C 2.49048 -3.98941 -2.57911
H 3.71113 -5.52893 -0.75440
O -0.12677 1.06621 -2.99230
H 1.98619 0.87706 -3.26959
H 0.62042 -1.31529 -3.39385
C -4.39914 -0.07816 2.12822
C 0.69576 4.22896 0.97232
N 1.43681 -1.60377 -1.53363
S 3.23904 -2.30032 5.93828
C -5.36104 -1.05765 1.93908
C 1.39953 1.31432 -2.46041
C -0.93827 2.17863 -3.42257

No. 5
86
Properties=species:S:1:pos:R:3 method="wB97M-V/def2-TZVPD" largest_force_ev_per_a=0.23 gap_ev=6.70 relative_energy_kcal_mol=0.00 total_charge=-1 e_homo_ev=-4.615 spin_multiplicity=1
C -1.08420 4.16269 1.38158
H 2.38426 0.46725 -4.78014
Ca -1.34700 -0.65055 0.91893
H 0.67421 3.98487 -1.48229
H 4.02214 -2.20333 1.51706
C 2.08497 -3.51172 -2.70820
C 0.90540 -3.02322 -2.20744
H 4.13893 -0.45522 1.26755
H -3.16196 -7.19028 -0.06572
N -3.22424 -1.90581 -0.50272
C 3.50453 -1.25666 1.65522
H 3.27517 2.01648 5.38500
C -1.27752 -3.64949 2.57432
C -1.13350 2.80488 1.65249
C -3.19108 -6.11214 -0.16758
H -3.48056 3.17047 -0.52238
C 3.94855 5.53185 3.68409
H 3.19798 1.16267 3.83343
C 3.70455 4.32809 4.33275
H -0.67744 1.48969 -5.02023
Br -3.78909 2.27183 -5.43584
H -0.80070 2.33362 -3.47653
H 0.68496 2.48645 -4.44386
C 3.51528 5.71373 2.38069
H 1.09432 -0.62885 -5.34171
O -0.29709 -1.77779 -0.65555
H 2.15925 -1.11958 -4.00986
C 2.83154 4.68848 1.73787
C 2.16132 -1.26159 0.95593
C -3.25233 -1.35196 -1.65889
H -4.50452 -3.66529 -2.09257
C -3.48128 2.41325 -1.29742
C -3.22970 -3.29965 -0.43068
S -0.94516 -0.22823 3.69325
H -3.45058 -0.31220 -4.03045
H 0.56912 1.58730 -0.83684
C -3.62738 2.75919 -2.61440
Cl -1.84610 5.28212 2.46768
H 3.36902 -1.08170 2.71645
N 1.16146 -0.61128 1.46161
N -1.92526 -3.10131 1.57818
C 2.06452 -2.01751 -0.30950
H 4.47819 6.32443 4.19859
H -0.41442 5.67965 0.02449
H -4.43252 -6.12002 -1.89225
C 1.64779 -0.27557 -4.47086
N -0.55111 1.91662 0.85481
C 3.28808 -3.24220 -2.04974
C -3.33235 0.06573 -1.91862
C 0.15798 3.68578 -0.57963
C 0.83941 -2.23839 -1.01865
H -3.74748 3.79803 -2.89673
C -2.50846 -5.31170 0.77977
H -0.61501 -5.43468 3.59695
C 0.09313 2.34628 -0.22697
H -0.03873 -3.20088 -2.70926
H 3.70642 6.64778 1.86695
H 2.04130 2.69069 1.89443
H -3.20682 -1.97329 -2.56228
C -3.88739 -5.51645 -1.17717
H 4.23230 -3.59845 -2.44077
C -3.61355 1.76921 -3.60605
C -3.46375 0.45255 -3.26201
C 2.78957 1.99335 4.40841
H 2.49195 4.82115 0.71914
H -1.64740 2.41931 2.52544
C -1.17416 -5.04546 2.75723
C -1.79019 -5.86744 1.86395
O -3.11606 0.77034 0.34662
C 3.02117 3.29706 3.69710
H -1.74345 -6.94566 1.96686
C 2.57722 3.49279 2.39002
H 2.08189 -4.09840 -3.62104
C -0.44341 4.62094 0.24530
C -3.91497 -4.11317 -1.30302
S 0.53224 0.39680 -3.22913
C -2.53553 -3.90588 0.66599
C -3.30632 1.05432 -0.87525
C 0.64158 0.41313 3.44745
C -0.11529 1.80831 -4.14225
C 3.24990 -2.51678 -0.87657
H -0.81157 -2.96044 3.27264
S 1.05250 1.57486 4.73368
N 1.52033 0.21575 2.53496
H 4.19370 -2.31629 -0.38733
H 4.04848 4.18674 5.35153